{
  "formula": "C48H49CaN5PS3Sb2",
  "method": "ωB97M-V/def2-TZVPD",
  "elements": ["Ca", "C", "C", "C", "C", "C", "C", "N", "C", "C", "C", "C", "C", "C", "N", "N", "C", "C", "C", "C", "C", "N", "H", "H", "H", "H", "H", "H", "H", "H", "H", "H", "H", "H", "H", "N", "C", "C", "C", "C", "C", "C", "P", "C", "C", "C", "C", "C", "C", "C", "C", "C", "C", "C", "C", "H", "H", "H", "H", "H", "H", "H", "H", "H", "H", "H", "H", "H", "H", "H", "H", "S", "C", "S", "S", "C", "Sb", "C", "C", "C", "C", "C", "C", "C", "C", "C", "Sb", "C", "C", "H", "H", "H", "H", "H", "H", "H", "H", "H", "H", "H", "H", "H", "H", "H", "H", "H", "H", "H", "H"],
  "xyz": [[0.048083, 0.612410, -0.024385], [2.253910, -2.746050, 4.073002], [2.427835, -3.346017, 2.834381], [1.637288, -2.982785, 1.758024], [0.657441, -1.986855, 1.885347], [0.541450, -1.344561, 3.124003], [1.317520, -1.729250, 4.202559], [-0.141614, -1.556968, 0.825022], [-0.654098, -2.428438, -0.047341], [-0.824190, -3.823106, 0.213360], [-1.364179, -4.664566, -0.715676], [-1.773871, -4.188762, -1.982939], [-1.662826, -2.861005, -2.269707], [-1.118897, -1.951385, -1.328706], [-0.920005, -0.635216, -1.587786], [-1.180440, -0.222666, -2.771836], [-0.845598, 1.092798, -3.019785], [-1.105529, 1.578173, -4.307910], [-0.735691, 2.865095, -4.632292], [-0.120042, 3.654492, -3.667610], [0.091936, 3.106906, -2.413045], [-0.257593, 1.864599, -2.083195], [2.846763, -3.061862, 4.921823], [3.189727, -4.104383, 2.698574], [1.790792, -3.460911, 0.798675], [-0.182719, -0.543039, 3.221427], [1.186988, -1.232410, 5.156505], [-0.530498, -4.204397, 1.181773], [-1.482145, -5.715105, -0.478132], [-2.190830, -4.877395, -2.706090], [-1.970853, -2.460649, -3.225394], [-1.578645, 0.921235, -5.024721], [-0.921045, 3.258033, -5.624429], [0.198317, 4.664568, -3.880473], [0.579287, 3.689218, -1.636660], [2.223319, 0.819248, 1.245886], [3.333059, -0.013129, 1.421720], [4.040746, -0.069518, 2.621083], [5.158559, -0.875308, 2.733451], [5.579703, -1.638579, 1.653349], [4.851121, -1.631963, 0.473957], [3.725757, -0.824794, 0.342210], [2.519176, -0.865160, -1.028506], [3.087939, 0.467928, -2.159221], [2.413237, 0.584437, -3.374422], [2.783742, 1.552337, -4.291575], [3.823579, 2.424272, -3.993847], [4.492985, 2.318537, -2.785366], [4.131881, 1.339124, -1.870612], [3.132313, -2.286968, -2.027707], [2.359838, -3.443909, -2.092023], [2.790733, -4.540831, -2.826460], [3.996327, -4.487695, -3.506590], [4.773327, -3.337088, -3.450590], [4.341420, -2.240789, -2.722447], [1.953712, 1.296747, 2.101110], [2.424817, 1.610871, 0.575970], [3.702353, 0.528479, 3.458950], [5.710482, -0.903353, 3.664952], [6.475664, -2.242823, 1.727485], [5.158603, -2.271501, -0.341579], [1.599047, -0.097819, -3.599181], [2.257049, 1.644696, -5.233742], [4.100179, 3.198249, -4.699024], [5.293958, 3.006629, -2.547994], [4.654444, 1.261248, -0.925561], [1.406597, -3.477572, -1.574573], [2.182668, -5.436302, -2.867612], [4.332097, -5.339837, -4.084649], [5.720111, -3.298371, -3.975365], [4.938578, -1.337595, -2.692498], [1.050409, 5.803594, 1.226724], [1.249492, 4.149100, 0.988370], [2.365436, 3.605934, -0.202574], [0.202766, 3.037939, 1.800751], [-3.432567, 3.218082, -1.934439], [-2.683014, 2.830721, 0.068187], [-2.380362, 4.924638, 0.449397], [-4.749026, 2.791469, 0.862407], [-4.780082, 2.541506, 2.329189], [-4.573776, 3.619636, 3.193982], [-4.544596, 3.461844, 4.567836], [-4.728783, 2.199626, 5.113081], [-4.941216, 1.121680, 4.271643], [-4.971422, 1.262733, 2.882255], [-5.176526, 0.048117, 2.042905], [-3.273903, -0.806708, 1.337599], [-2.881081, -1.738568, 3.250368], [-4.340538, -2.551267, 0.595097], [-4.364962, 3.780984, -1.885135], [-3.602786, 2.280442, -2.465607], [-2.693430, 3.798299, -2.485859], [-3.246360, 5.503696, 0.121483], [-1.494145, 5.250425, -0.094078], [-2.189164, 5.078258, 1.508869], [-5.278814, 2.036427, 0.282293], [-5.156613, 3.775300, 0.629716], [-4.434162, 4.604672, 2.762418], [-4.382888, 4.318688, 5.209398], [-4.706418, 2.053730, 6.185945], [-5.092413, 0.133618, 4.693907], [-5.779486, 0.243693, 1.155354], [-5.651808, -0.744415, 2.621448], [-3.781682, -2.249237, 3.590329], [-2.595544, -0.982483, 3.981074], [-2.063975, -2.449791, 3.135926], [-4.878496, -3.038136, 1.408402], [-3.639858, -3.256324, 0.150740], [-5.053357, -2.229561, -0.164742]],
  "forces_ev_per_a": [[1.03, 2.23, 2.12], [0.00, -0.01, -0.01], [-0.02, -0.08, 0.05], [-0.07, 0.14, -0.04], [0.01, -0.24, 0.39], [-0.09, 0.01, -0.18], [0.03, -0.01, 0.11], [-0.08, -0.51, -0.19], [0.09, 0.41, 0.09], [-0.05, -0.37, -0.05], [0.17, 0.17, 0.10], [-0.12, -0.06, -0.15], [0.05, 0.15, 0.01], [-0.15, -1.06, 0.35], [-0.63, -0.20, -2.22], [-0.19, -0.99, 0.58], [0.25, 1.32, -0.32], [-0.04, -0.42, 0.20], [0.17, 0.32, 0.13], [-0.15, -0.31, -0.28], [-0.11, 0.38, 0.11], [-0.27, -0.43, -0.57], [0.05, 0.06, -0.01], [-0.01, -0.01, 0.01], [0.01, 0.01, -0.04], [0.02, 0.01, 0.04], [0.00, 0.02, -0.01], [0.00, 0.01, 0.00], [-0.02, 0.00, 0.03], [0.00, 0.03, -0.02], [-0.04, -0.03, 0.00], [-0.01, -0.02, 0.03], [-0.02, -0.04, -0.01], [0.00, 0.02, 0.07], [-0.03, -0.09, -0.02], [0.33, -0.13, -0.01], [0.23, -0.18, -0.19], [-0.04, 0.04, 0.00], [-0.01, 0.02, -0.04], [0.12, -0.09, -0.02], [-0.01, 0.10, -0.03], [-0.29, -0.02, 0.24], [0.72, -0.06, -0.59], [0.07, -0.01, 0.08], [0.05, -0.02, 0.02], [-0.01, 0.04, -0.04], [0.01, 0.04, 0.01], [0.05, 0.04, -0.04], [-0.08, -0.06, -0.01], [-0.19, -0.03, 0.11], [-0.01, 0.10, 0.04], [-0.02, -0.08, -0.02], [0.01, -0.04, 0.01], [0.04, 0.01, -0.01], [-0.06, -0.05, -0.03], [-0.13, 0.05, -0.01], [0.01, 0.07, 0.25], [0.02, 0.03, -0.02], [-0.01, 0.01, 0.01], [-0.05, -0.05, 0.03], [0.00, -0.02, -0.02], [0.00, 0.01, -0.04], [-0.03, -0.04, 0.02], [0.01, -0.01, 0.00], [-0.02, 0.01, 0.03], [0.00, 0.03, 0.01], [0.00, -0.04, -0.01], [-0.02, 0.03, -0.01], [0.00, 0.00, 0.01], [-0.02, 0.02, -0.02], [0.02, 0.01, -0.02], [0.09, -0.02, 0.20], [-0.23, 0.81, -0.42], [0.53, -0.48, 0.12], [-0.32, -0.47, 0.28], [0.04, -0.18, 0.01], [-0.49, 0.56, -0.22], [-0.11, -0.24, -0.03], [0.30, -0.12, -0.05], [-0.03, 0.01, 0.13], [-0.06, -0.01, -0.01], [-0.02, 0.02, 0.02], [0.02, -0.02, 0.03], [0.01, 0.00, -0.02], [-0.02, 0.08, 0.11], [0.29, -0.01, -0.16], [-0.71, -0.36, 0.34], [0.05, 0.18, -0.18], [0.22, 0.16, -0.09], [0.00, 0.02, 0.03], [-0.05, 0.02, -0.02], [0.00, 0.01, 0.00], [-0.05, -0.09, -0.02], [0.05, -0.01, 0.08], [0.08, 0.00, -0.01], [-0.05, 0.05, 0.01], [0.00, 0.00, -0.07], [0.03, 0.00, 0.02], [0.03, 0.00, -0.01], [0.00, 0.01, 0.00], [0.00, 0.00, 0.00], [-0.02, -0.02, 0.02], [-0.02, -0.03, -0.03], [-0.02, -0.02, -0.03], [0.03, -0.02, 0.01], [0.00, -0.01, 0.05], [0.02, 0.06, 0.06], [-0.02, -0.02, -0.03], [0.02, -0.02, -0.03]],
  "total_charge": -1,
  "orbital_gap_ha": 0.1480,
  "total_energy_ha": -4826.452179,
  "multiplicity": 1
}


{
  "formula": "C48H50Cl3Ge3O2S4Y",
  "method": "ωB97M-V/def2-TZVPD",
  "elements": ["Y", "C", "C", "C", "C", "C", "C", "C", "C", "C", "C", "C", "C", "C", "C", "C", "Ge", "S", "S", "Ge", "S", "S", "C", "C", "C", "C", "C", "C", "C", "C", "C", "C", "C", "C", "C", "C", "C", "C", "C", "C", "C", "C", "C", "C", "C", "C", "C", "C", "C", "C", "C", "C", "C", "C", "C", "H", "H", "H", "H", "H", "H", "H", "H", "H", "H", "H", "H", "H", "H", "H", "H", "H", "H", "H", "H", "H", "H", "H", "H", "H", "H", "H", "H", "H", "H", "H", "H", "H", "H", "H", "H", "H", "H", "H", "H", "H", "H", "H", "H", "H", "H", "H", "H", "H", "H", "O", "O", "Cl", "Ge", "Cl", "Cl"],
  "xyz": [[-1.199040, 0.825969, 1.065738], [-7.231591, 2.556177, 4.100617], [-5.815075, 2.387015, 4.617200], [-5.199450, 1.145050, 4.598029], [-3.942339, 0.938929, 5.164466], [-3.357729, -0.458973, 5.185608], [-3.269871, 2.022201, 5.745134], [-3.855618, 3.293963, 5.746609], [-3.176916, 4.485832, 6.390660], [-5.119096, 3.453743, 5.176599], [-1.999770, 1.741682, 6.495712], [-2.152424, 1.583499, 7.871304], [-1.099414, 1.176120, 8.669761], [0.128704, 0.901041, 8.095922], [0.337543, 1.058419, 6.728455], [-0.733225, 1.510914, 5.918271], [-0.384835, 1.614649, 4.006950], [0.004307, -0.288764, 3.102539], [-2.088075, 2.706211, 2.683479], [-0.352503, 3.918786, 1.797505], [0.293650, 3.155005, -0.276878], [1.072465, 3.227666, 3.307873], [-0.759002, 5.825349, 1.584453], [-0.012436, 6.889297, 2.134504], [-0.430302, 8.202431, 1.882666], [-1.520925, 8.497563, 1.090457], [-2.223532, 7.468654, 0.492591], [-1.843725, 6.154817, 0.734615], [-2.662360, 5.142053, 0.029444], [-3.857381, 4.627836, 0.669355], [-4.273306, 5.070359, 2.040138], [-4.629616, 3.775215, -0.043834], [-4.289146, 3.394529, -1.399256], [-5.164034, 2.487982, -2.157853], [-3.109611, 3.929784, -2.023271], [-2.305923, 4.785373, -1.358525], [-1.110705, 5.404940, -2.016861], [1.276034, 6.796142, 2.891127], [2.464730, 6.602075, 2.196246], [2.509954, 6.287144, 0.710876], [3.671330, 6.697938, 2.891523], [3.715600, 6.995217, 4.239899], [5.032371, 7.137675, 4.969598], [2.509087, 7.175696, 4.912094], [1.288635, 7.081200, 4.262929], [0.000665, 7.278108, 5.036343], [1.706316, 0.729647, 6.203121], [2.670442, 1.729096, 6.083907], [2.431161, 3.140121, 6.574333], [3.930021, 1.400881, 5.580789], [4.257476, 0.105142, 5.241124], [5.613200, -0.238659, 4.662943], [3.300955, -0.890336, 5.445832], [2.036939, -0.603715, 5.924025], [1.037901, -1.722312, 6.139710], [-7.546456, 1.693598, 3.507973], [-7.339023, 3.454635, 3.488840], [-7.934020, 2.656045, 4.931663], [-5.729785, 0.294175, 4.171492], [-4.113652, -1.194882, 4.907207], [-2.975772, -0.714579, 6.176317], [-2.522157, -0.576105, 4.494031], [-2.090752, 4.385837, 6.402109], [-3.502893, 4.606528, 7.428426], [-3.434987, 5.406552, 5.861222], [-5.584970, 4.440978, 5.196556], [-3.134653, 1.748795, 8.307021], [-1.243386, 1.050328, 9.738663], [0.957943, 0.561604, 8.711285], [0.162837, 9.009999, 2.301363], [-1.809165, 9.527634, 0.912204], [-3.071305, 7.683138, -0.153815], [-3.556885, 5.748382, 2.495908], [-4.388536, 4.211937, 2.698235], [-5.239182, 5.580170, 1.981198], [-5.535668, 3.375997, 0.402525], [-5.955561, 2.065152, -1.543404], [-4.570227, 1.679182, -2.594598], [-5.614626, 3.039476, -2.996279], [-2.869371, 3.639301, -3.042548], [-0.821356, 4.840831, -2.901979], [-0.256284, 5.471836, -1.343646], [-1.348351, 6.429940, -2.320812], [1.568283, 6.503268, 0.204869], [2.746388, 5.231141, 0.543239], [3.291551, 6.869222, 0.218809], [4.603754, 6.546968, 2.347740], [5.859406, 6.726237, 4.387345], [5.005269, 6.628239, 5.936945], [5.252344, 8.190966, 5.163686], [2.523705, 7.389321, 5.979506], [0.184702, 7.217524, 6.109550], [-0.743249, 6.518971, 4.775407], [-0.450673, 8.255440, 4.832384], [1.383384, 3.340957, 6.803797], [2.758008, 3.865235, 5.838312], [3.009300, 3.316570, 7.488693], [4.676256, 2.188774, 5.472157], [6.300281, 0.606755, 4.726764], [5.522652, -0.518983, 3.609409], [6.063102, -1.086195, 5.185938], [3.549872, -1.923951, 5.205957], [1.316772, -2.603992, 5.561810], [0.029203, -1.429221, 5.843684], [0.997625, -2.011309, 7.195314], [1.111250, 1.759330, 0.156602], [0.329618, 0.555869, -0.097116], [-2.670929, -1.258908, 1.052542], [-2.091698, -0.911646, -1.247998], [-2.699754, 1.452707, -0.861671], [-4.042091, -1.435649, -2.095626]],
  "forces_ev_per_a": [[-0.85, -0.14, 2.71], [0.21, -0.03, 0.04], [-0.26, 0.10, -0.12], [0.04, -0.23, -0.01], [0.01, -0.22, -0.10], [-0.14, 0.09, 0.05], [0.22, -0.03, -0.10], [-0.05, 0.13, 0.01], [-0.06, -0.12, -0.10], [0.05, 0.18, 0.06], [0.16, 0.00, -0.09], [-0.10, -0.01, 0.07], [-0.02, -0.02, 0.13], [0.12, -0.02, 0.02], [-0.17, 0.16, -0.06], [-0.15, 0.02, 0.44], [0.29, -0.03, 0.17], [-0.02, 0.21, 0.38], [0.14, 0.64, 0.45], [0.30, 0.26, 0.67], [-0.01, -0.14, 0.31], [0.29, 0.21, 0.13], [-0.20, 0.41, -0.42], [-0.16, -0.02, -0.20], [0.10, 0.01, 0.07], [0.02, 0.17, 0.01], [-0.08, -0.03, -0.02], [0.18, -0.15, 0.17], [-0.16, -0.51, -0.81], [0.84, 0.64, -0.22], [-0.07, 0.11, -0.03], [-0.15, -0.50, -1.26], [-0.05, 0.51, 0.83], [-0.36, -0.04, -0.46], [-0.75, 0.00, -0.05], [-0.08, 0.74, 1.47], [-0.07, 0.23, 0.04], [-0.32, -0.22, -0.06], [0.25, -0.18, -0.31], [0.04, 0.01, 0.18], [0.12, -0.06, -0.26], [0.21, -0.01, 0.19], [-0.12, -0.04, -0.03], [-0.09, -0.04, 0.21], [-0.11, -0.03, 0.24], [0.08, 0.00, -0.11], [-0.32, 0.23, 0.00], [0.01, 0.25, 0.08], [-0.07, -0.14, 0.09], [0.05, 0.32, 0.04], [0.24, -0.27, -0.13], [-0.15, 0.00, 0.05], [0.17, -0.20, -0.15], [-0.30, -0.29, -0.11], [0.11, 0.13, 0.04], [0.07, 0.09, 0.05], [0.05, -0.01, 0.00], [0.05, -0.02, -0.01], [0.09, 0.12, 0.06], [0.02, 0.06, 0.03], [-0.05, 0.02, -0.01], [0.06, 0.05, -0.05], [-0.03, -0.03, -0.03], [0.03, -0.03, -0.06], [0.00, -0.06, 0.03], [0.09, -0.16, 0.02], [0.12, 0.01, -0.05], [0.02, 0.02, -0.12], [-0.10, 0.03, -0.08], [-0.07, -0.09, 0.00], [0.04, -0.07, 0.03], [0.11, -0.06, 0.06], [0.03, 0.00, -0.01], [-0.09, -0.06, 0.04], [0.06, -0.01, -0.01], [0.06, -0.06, -0.15], [0.02, -0.01, -0.03], [-0.22, 0.13, -0.05], [0.01, -0.05, 0.12], [-0.12, -0.05, 0.13], [0.00, 0.01, 0.04], [0.00, 0.04, -0.04], [0.03, -0.06, 0.02], [0.03, 0.02, 0.04], [-0.04, 0.05, 0.04], [-0.03, -0.02, 0.06], [-0.16, 0.02, 0.08], [-0.10, 0.03, 0.04], [-0.01, 0.04, -0.10], [-0.02, -0.06, -0.02], [-0.01, -0.02, -0.13], [0.01, 0.00, -0.06], [0.07, 0.03, 0.01], [0.06, -0.09, -0.01], [0.06, -0.05, -0.04], [0.10, 0.20, -0.18], [-0.08, -0.04, -0.09], [-0.14, -0.12, 0.02], [-0.07, -0.05, 0.01], [-0.01, 0.03, 0.08], [-0.05, 0.07, -0.02], [-0.03, 0.16, 0.04], [0.01, 0.05, 0.02], [0.06, 0.01, 0.00], [0.02, 0.04, -0.07], [-0.06, -0.13, 0.29], [2.69, 0.03, -2.38], [-0.58, -0.71, -0.16], [-0.39, -0.81, -0.81], [-0.48, -0.49, -0.73], [0.05, 0.04, 0.02]],
  "total_charge": 1,
  "s_squared": 0.77,
  "orbital_gap_ha": [0.2594, 0.1399],
  "total_energy_ha": -11252.030062,
  "multiplicity": 2
}


What is the formula in the first record?
C48H49CaN5PS3Sb2